Record 1
Below is a cluster of 9 separate species, C47H111N5O11 in total at a distorted geometry, with properties calculated with the ωB97M-V functional and the def2-TZVPD basis.

Each line ends with the Löwdin charge.
Element x y z (Å)
1 C -6.1104 1.2711 0.0458  -0.026
2 C -5.6917 0.1217 -0.7896  -0.568
3 C -6.6298 -0.0287 -1.9735  -0.043
4 C -4.2853 0.2400 -1.3443  -0.135
5 C -3.2033 0.0415 -0.3097  -0.169
6 C -3.3187 -1.2957 0.4145  -0.112
7 C -4.7754 -1.4752 0.9868  -0.482
8 C -4.9416 -2.9765 1.2346  -0.038
9 C -4.8416 -0.7020 2.3114  -0.033
10 N -5.7981 -1.1245 -0.0469  -0.084
11 O -7.1188 -1.2554 0.4775  -0.036
12 H -7.1158 1.1143 0.5199  0.118
13 H -5.3858 1.5810 0.7218  0.046
14 H -6.1680 2.0446 -0.6731  0.075
15 H -6.2785 -0.8706 -2.6475  0.101
16 H -7.6457 -0.2454 -1.6615  0.072
17 H -6.7059 0.8455 -2.6784  0.100
18 H -4.1412 -0.4760 -2.1577  0.101
19 H -4.2426 1.1942 -1.8591  0.128
20 H -2.2652 0.3233 -0.6755  0.069
21 H -3.4498 0.7961 0.4968  0.116
22 H -2.6137 -1.3193 1.2542  0.107
23 H -3.0469 -2.1475 -0.2223  0.096
24 H -5.9195 -3.3085 1.6148  0.079
25 H -4.1961 -3.3628 1.9417  0.062
26 H -4.8306 -3.4895 0.2097  0.113
27 H -4.2665 -1.2092 3.1389  0.097
28 H -5.8740 -0.7050 2.6821  0.082
29 H -4.5989 0.3503 2.2071  0.059
30 H -7.4684 -2.0834 0.1297  0.105
31 C 0.8495 -0.9234 -3.3989  -0.043
32 C -0.4348 -1.5149 -3.9470  -0.471
33 C -1.5167 -0.4741 -3.5528  -0.014
34 C -0.3161 -1.6896 -5.4231  -0.165
35 C -1.4358 -2.4821 -6.0098  -0.180
36 C -1.5230 -3.8658 -5.3460  -0.110
37 C -1.7317 -3.7281 -3.8165  -0.531
38 C -3.0562 -3.1481 -3.4429  -0.030
39 C -1.6140 -5.0976 -3.2342  -0.048
40 N -0.5930 -2.8990 -3.3027  -0.058
41 O -0.7462 -2.7231 -1.9413  -0.066
42 H 1.1925 0.0057 -3.7943  0.076
43 H 1.6015 -1.6572 -3.6048  0.078
44 H 0.6679 -0.7131 -2.3353  0.081
45 H -1.7941 -0.6263 -2.5347  0.046
46 H -2.3571 -0.6713 -4.1526  0.048
47 H -1.2498 0.5492 -3.6133  0.081
48 H -0.2111 -0.6660 -5.8260  0.138
49 H 0.6262 -2.1779 -5.6569  0.122
50 H -1.1949 -2.7165 -7.0323  0.104
51 H -2.3432 -1.8534 -5.9670  0.113
52 H -0.5827 -4.3560 -5.4898  0.107
53 H -2.3284 -4.5375 -5.7794  0.144
54 H -3.8233 -3.9259 -3.2899  0.099
55 H -2.9040 -2.7254 -2.4371  0.072
56 H -3.4317 -2.3961 -4.1197  0.067
57 H -0.5804 -5.4159 -3.3651  0.065
58 H -1.8531 -5.1692 -2.1421  0.085
59 H -2.1573 -5.8463 -3.8023  0.090
60 H 0.1292 -2.9259 -1.5419  0.064
61 C -1.2636 4.7184 -0.9457  -0.026
62 C 0.0146 4.4235 -0.2321  -0.502
63 C -0.2922 3.1633 0.6306  -0.018
64 C 1.1237 4.0062 -1.2560  -0.128
65 C 1.8052 5.1948 -1.9439  -0.181
66 C 2.3410 6.0690 -0.8059  -0.120
67 C 1.2400 6.5148 0.2156  -0.494
68 C 1.8143 7.2966 1.3829  -0.041
69 C 0.3087 7.5708 -0.5175  -0.028
70 N 0.5778 5.3386 0.7473  -0.097
71 O -0.4130 5.7643 1.6791  -0.039
72 H -1.5577 3.8047 -1.4521  0.087
73 H -1.9999 5.1319 -0.3040  0.079
74 H -1.1197 5.5121 -1.6842  0.075
75 H 0.5895 2.7367 1.0577  0.053
76 H -0.9769 3.5224 1.3520  0.077
77 H -0.6823 2.4125 -0.0176  0.065
78 H 1.8999 3.4602 -0.7138  0.092
79 H 0.6961 3.2540 -1.9479  0.125
80 H 2.5803 4.8437 -2.6361  0.102
81 H 1.1314 5.6636 -2.6792  0.106
82 H 2.7122 7.0091 -1.3053  0.131
83 H 3.1698 5.6147 -0.2578  0.111
84 H 2.3324 6.7495 2.1282  0.053
85 H 0.9344 7.7489 1.8220  0.082
86 H 2.4224 8.1514 1.0787  0.094
87 H 0.6816 8.6075 -0.4519  0.080
88 H -0.6142 7.5886 0.0725  0.078
89 H 0.0993 7.3695 -1.6006  0.078
90 H -0.0032 5.5590 2.5287  0.023
91 C 2.6193 -7.7975 -0.2181  -0.132
92 O 1.4171 -8.2212 -0.7866  -0.212
93 C 0.3088 -8.1254 0.0727  -0.208
94 C -0.3128 -6.7157 -0.0994  -0.155
95 N -0.5748 -6.0435 1.2137  -0.046
96 C -1.0093 -4.6822 1.1296  -0.211
97 C -1.4520 -4.2094 2.5478  -0.214
98 O -2.4934 -5.0733 2.9095  -0.223
99 C -2.8696 -4.9421 4.2585  -0.115
100 H 3.0450 -8.5808 0.5032  0.112
101 H 2.5494 -6.7634 0.2438  0.095
102 H 3.2661 -7.6494 -1.0786  0.074
103 H 0.6640 -8.3431 1.0599  0.098
104 H -0.4691 -8.9669 -0.0494  0.142
105 H -1.1842 -6.6934 -0.7252  0.091
106 H 0.3865 -6.0809 -0.6362  0.098
107 H -1.2767 -6.5862 1.6656  0.093
108 H -1.7416 -4.4776 0.3732  0.097
109 H -0.2020 -4.0296 0.8104  0.107
110 H -1.7617 -3.1765 2.5099  0.101
111 H -0.5941 -4.3961 3.1823  0.117
112 H -3.4103 -3.9914 4.4336  0.084
113 H -1.9434 -5.0317 4.9105  0.103
114 H -3.5285 -5.8113 4.5264  0.099
115 C 3.2512 7.7945 6.1664  -0.114
116 O 2.0584 7.3432 5.6293  -0.192
117 C 1.4832 6.2461 6.2795  -0.223
118 C 0.3032 5.7790 5.3912  -0.176
119 N 0.7660 5.2948 4.0628  -0.076
120 C 1.4481 3.9692 4.0807  -0.146
121 C 2.5597 3.9492 3.0300  -0.257
122 O 2.9255 2.6185 2.9084  -0.196
123 C 4.0165 2.4940 2.0059  -0.087
124 H 3.9050 6.9977 6.3758  0.070
125 H 3.1376 8.0845 7.1937  0.078
126 H 3.6734 8.6215 5.6113  0.098
127 H 1.0485 6.6737 7.2470  0.147
128 H 2.1036 5.4052 6.4873  0.102
129 H -0.3599 6.6536 5.1311  0.137
130 H -0.3271 5.0936 5.9367  0.110
131 H 1.2674 6.2212 3.8603  0.120
132 H 0.7787 3.1451 3.8051  0.125
133 H 1.8634 3.7349 5.0421  0.102
134 H 3.3890 4.6339 3.3469  0.145
135 H 2.1062 4.2487 2.1141  0.080
136 H 3.8415 3.0792 1.0858  0.077
137 H 4.0145 1.4288 1.6859  0.080
138 H 5.0061 2.8268 2.3922  0.103
139 C 6.0484 -2.3717 1.7421  -0.075
140 C 5.6456 -1.9410 0.3557  -0.301
141 O 5.2772 -0.5508 0.3966  -0.135
142 H 6.3270 -3.4616 1.6637  0.096
143 H 5.1599 -2.3044 2.3513  0.071
144 H 6.8728 -1.7654 2.1022  0.076
145 H 4.6845 -2.4747 0.0029  0.111
146 H 6.3636 -2.0493 -0.4943  0.131
147 H 5.1944 -0.3154 -0.5326  0.029
148 C 4.8366 1.9041 -1.8901  -0.102
149 C 3.6149 1.1424 -2.1402  -0.291
150 O 4.0497 -0.2477 -2.0608  -0.120
151 H 5.5423 1.5726 -2.6447  0.086
152 H 5.3307 1.7929 -0.9103  0.077
153 H 4.8376 3.0024 -1.9840  0.084
154 H 3.3244 1.3306 -3.1992  0.125
155 H 2.7915 1.3305 -1.4279  0.100
156 H 3.2012 -0.7584 -2.1204  0.077
157 C 2.1913 -4.8436 -2.7678  -0.045
158 C 2.7965 -4.0573 -1.5407  -0.263
159 O 1.8443 -3.1127 -1.0674  -0.106
160 H 2.7675 -5.8117 -2.7778  0.084
161 H 2.3004 -4.2908 -3.6763  0.052
162 H 1.1212 -5.0742 -2.6362  0.039
163 H 3.7915 -3.6283 -1.8190  0.119
164 H 2.9850 -4.7439 -0.7934  0.056
165 H 2.2958 -2.4648 -0.5134  0.042
166 C 1.0531 -0.1914 2.1532  -0.042
167 C 1.3863 -0.1337 0.6434  -0.307
168 O 2.5241 -0.8063 0.2310  -0.120
169 H 0.0407 0.2061 2.2838  0.069
170 H 1.7171 0.4498 2.7186  0.050
171 H 1.0608 -1.2595 2.5027  0.088
172 H 1.3592 0.8840 0.3100  0.069
173 H 0.6571 -0.6278 -0.0557  0.121
174 H 3.4012 -0.5554 0.5765  0.065

## Properties
Total charge   0
E   -80503.4178 eV
SMILES   CC1(C)CCCC(C)(C)N1O.CC1(C)CCCC(C)(C)N1O.CC1(C)CCCC(C)(C)N1O.COCCNCCOC.COCCNCCOC.CCO.CCO.CCO.CCO
E_HOMO   -8.22 eV
Max |F|   0.066 hartree/bohr
Orbital gap   8.86 eV

Record 2
Below is a cluster of 9 separate species, C47H114N8O11 in total at a distorted geometry, with properties calculated with the ωB97M-V functional and the def2-TZVPD basis.

Each line ends with the Löwdin charge.
Element x y z (Å)
1 C 4.2343 -2.0529 24.2284  0.001
2 C 4.1985 -2.6058 23.0000  -0.390
3 C 4.6130 -4.0636 22.7747  -0.357
4 O 4.8946 -4.5614 21.6183  -0.058
5 C 4.9428 -4.8533 23.8310  -0.079
6 C 4.7673 -4.4061 25.1491  -0.318
7 C 4.5229 -2.8588 25.4650  -0.261
8 O 4.7532 -2.3963 26.5865  -0.065
9 O 5.1314 -5.1768 26.0908  -0.081
10 O 3.8285 -1.8313 22.0724  -0.057
11 H 4.1186 -0.9836 24.3262  0.099
12 H 5.2834 -5.8634 23.6573  0.106
13 C 4.9349 0.8854 26.8716  -0.003
14 C 6.3603 0.6331 26.3756  -0.283
15 C 7.3970 1.7365 26.6109  -0.155
16 O 7.8004 1.8070 28.0116  -0.197
17 C 8.7774 2.8234 28.2040  -0.071
18 N 6.9752 -0.5802 27.0186  0.213
19 H 7.2826 -0.2720 27.9300  0.149
20 H 6.3998 -1.4052 27.1096  0.090
21 H 7.7812 -1.0705 26.6579  0.171
22 H 4.4061 1.5448 26.1834  0.096
23 H 4.9854 1.2422 27.9003  0.103
24 H 4.4345 -0.0807 26.9380  0.056
25 H 6.3817 0.3063 25.3360  0.146
26 H 6.9520 2.6915 26.3313  0.142
27 H 8.2862 1.6406 25.9878  0.133
28 H 9.4465 3.0180 27.3658  0.094
29 H 9.4917 2.6913 29.0166  0.106
30 H 8.1729 3.7216 28.3298  0.105
31 C 7.3897 -3.8966 28.2217  -0.031
32 C 6.3562 -4.5816 29.1243  -0.234
33 C 6.7638 -4.4995 30.5998  -0.210
34 O 8.1593 -4.7366 30.7583  -0.160
35 C 8.3901 -6.1214 31.0626  -0.063
36 N 5.0547 -3.7201 29.0808  0.226
37 H 5.0737 -2.8456 29.5857  0.161
38 H 4.9060 -3.4979 28.1068  0.069
39 H 4.2774 -4.1351 29.5745  0.153
40 H 6.9518 -3.6682 27.2500  0.045
41 H 8.3089 -4.4802 28.1700  0.100
42 H 7.7891 -2.9616 28.6145  0.093
43 H 6.0541 -5.5906 28.8438  0.149
44 H 6.1232 -5.1509 31.1944  0.130
45 H 6.5400 -3.5915 31.1598  0.141
46 H 7.7594 -6.5384 31.8478  0.106
47 H 9.4494 -6.1851 31.3116  0.106
48 H 8.4276 -6.7175 30.1508  0.082
49 C -2.9760 -5.2386 19.3861  -0.020
50 C -1.6230 -4.8229 18.8802  -0.295
51 C -0.5457 -4.6924 19.8813  -0.233
52 O 0.7292 -4.5164 19.3694  -0.177
53 C 1.6852 -3.6207 20.0523  -0.041
54 N -1.1176 -5.8265 17.8608  0.247
55 H -1.9005 -6.2272 17.3643  0.173
56 H -0.4597 -5.7017 17.1047  0.179
57 H -0.9122 -6.6892 18.3442  0.168
58 H -3.0935 -6.2371 19.8072  0.101
59 H -3.8631 -5.2714 18.7537  0.114
60 H -3.2558 -4.6580 20.2652  0.109
61 H -1.7430 -3.8604 18.3829  0.169
62 H -0.5486 -5.4706 20.6446  0.128
63 H -0.7308 -3.7244 20.3468  0.136
64 H 2.4755 -3.1924 19.4359  0.079
65 H 2.2647 -4.1647 20.7982  0.047
66 H 1.2381 -2.7647 20.5577  0.071
67 C 0.8145 -0.6774 23.8950  -0.071
68 C 0.2880 0.2633 22.8852  -0.239
69 C 0.2846 1.7266 23.5491  -0.101
70 O 1.5878 2.1112 24.1387  -0.211
71 C 1.9329 3.4610 24.2370  -0.109
72 N 1.3795 0.2340 21.7846  0.240
73 H 0.9770 -0.3282 21.0485  0.139
74 H 1.4029 1.2093 21.5230  0.157
75 H 2.2867 -0.0212 22.1479  0.121
76 H 1.8190 -0.4625 24.2596  0.073
77 H 0.8782 -1.6946 23.5088  0.087
78 H 0.3057 -0.5982 24.8557  0.109
79 H -0.6837 0.0253 22.4525  0.161
80 H -0.2684 1.7737 24.4873  0.142
81 H -0.2102 2.4419 22.8922  0.133
82 H 1.2091 4.1098 23.7437  0.092
83 H 2.8976 3.8924 23.9702  0.099
84 H 1.6042 3.7421 25.2375  0.101
85 C 9.8920 -5.7608 24.7116  -0.023
86 C 8.4911 -5.2915 24.4616  -0.279
87 C 8.1390 -4.7187 23.0104  -0.110
88 O 9.2939 -4.1479 22.3104  -0.173
89 C 9.0523 -3.5942 20.9750  -0.055
90 N 7.5499 -6.4097 24.8077  0.202
91 H 6.6070 -6.1467 25.0568  0.082
92 H 7.5747 -7.0818 24.0542  0.165
93 H 7.7419 -6.9164 25.6601  0.168
94 H 10.3342 -6.1765 23.8062  0.100
95 H 10.0189 -6.5123 25.4908  0.101
96 H 10.5380 -4.8839 24.7545  0.110
97 H 8.1936 -4.7470 25.3578  0.125
98 H 7.2290 -4.1255 23.1008  0.098
99 H 7.8062 -5.5755 22.4246  0.116
100 H 8.9628 -4.4015 20.2481  0.082
101 H 9.9786 -3.1242 20.6448  0.098
102 H 8.3232 -2.7849 20.9388  0.077
103 C 4.7492 -2.0693 16.5891  0.034
104 N 5.2808 -1.0249 17.6060  -0.283
105 C 5.6498 -1.6647 19.0205  0.042
106 C 6.7032 -0.6736 16.9900  0.022
107 C 4.4480 0.2559 17.8303  -0.056
108 C 3.0531 0.1238 18.4422  -0.272
109 O 2.1993 -0.7806 17.8682  -0.029
110 H 5.3785 -2.9401 16.4055  0.105
111 H 4.6908 -1.5154 15.6521  0.115
112 H 3.8444 -2.3817 17.1103  0.081
113 H 6.3090 -2.5285 18.9344  0.103
114 H 4.6888 -1.7503 19.5276  0.059
115 H 6.0018 -0.8260 19.6212  0.102
116 H 7.4088 -1.5014 16.9198  0.109
117 H 7.2025 0.1361 17.5221  0.108
118 H 6.5157 -0.3159 15.9776  0.107
119 H 4.2803 0.6607 16.8322  0.150
120 H 5.0620 0.9229 18.4356  0.146
121 H 2.6463 1.1350 18.4484  0.138
122 H 3.1127 -0.1244 19.5019  0.092
123 H 1.4327 -0.9023 18.4331  0.089
124 C 4.2478 -8.3945 20.5003  0.073
125 N 4.2668 -7.7391 19.0700  -0.316
126 C 3.9794 -8.7548 17.9386  0.068
127 C 3.1436 -6.7644 19.0861  -0.042
128 C 5.5266 -6.9718 18.7925  -0.118
129 C 6.8345 -7.6887 18.7218  -0.284
130 O 6.9478 -8.4759 17.6363  -0.016
131 H 3.1924 -8.3968 20.7726  0.077
132 H 4.7556 -7.7297 21.1991  0.099
133 H 4.6669 -9.3743 20.2712  0.119
134 H 4.8885 -9.3049 17.6957  0.105
135 H 3.7720 -8.1408 17.0622  0.114
136 H 3.1620 -9.3854 18.2885  0.119
137 H 3.1764 -5.9912 19.8537  0.088
138 H 2.2875 -7.4168 19.2585  0.090
139 H 2.9610 -6.3985 18.0757  0.109
140 H 5.7063 -6.3312 19.6559  0.120
141 H 5.3492 -6.3800 17.8945  0.144
142 H 6.9140 -8.3304 19.5993  0.130
143 H 7.7540 -7.1038 18.7006  0.145
144 H 7.4882 -8.0073 16.9960  0.124
145 C 1.4601 -6.5871 22.2097  -0.145
146 C 0.6149 -6.9378 23.3764  -0.203
147 C 1.4297 -6.5437 24.6974  -0.130
148 C 0.6907 -7.1680 25.9041  -0.108
149 N 1.3760 -7.0267 27.2465  -0.175
150 C 0.4011 -7.5950 28.2979  -0.092
151 C 0.7181 -9.0840 28.2558  -0.140
152 C 2.2246 -9.1118 28.2092  -0.136
153 C 2.6323 -7.9577 27.2894  -0.062
154 C 1.8171 -5.5547 27.7060  -0.104
155 C 0.7560 -4.5064 27.7493  -0.248
156 C 1.2150 -3.2827 28.4879  -0.085
157 H 1.1987 -7.1329 21.3032  0.067
158 H 2.5032 -6.8864 22.3115  0.065
159 H 1.4676 -5.5219 21.9789  0.061
160 H 0.5068 -8.0183 23.2824  0.121
161 H -0.3598 -6.4534 23.3187  0.119
162 H 1.3707 -5.4678 24.8621  0.103
163 H 2.4859 -6.7924 24.5945  0.100
164 H 0.5386 -8.2400 25.7782  0.133
165 H -0.2051 -6.6123 26.1811  0.134
166 H 0.6886 -7.1538 29.2522  0.141
167 H -0.6577 -7.4645 28.0743  0.144
168 H 0.2732 -9.6681 29.0614  0.150
169 H 0.2434 -9.3209 27.3036  0.111
170 H 2.7443 -9.0658 29.1662  0.129
171 H 2.4214 -10.1549 27.9616  0.132
172 H 3.4870 -7.3493 27.5849  0.109
173 H 2.9739 -8.2115 26.2859  0.122
174 H 2.6834 -5.2429 27.1225  0.103
175 H 2.2359 -5.7646 28.6902  0.124
176 H -0.2113 -4.8375 28.1272  0.128
177 H 0.4638 -4.2534 26.7301  0.110
178 H 0.4134 -2.5447 28.5168  0.092
179 H 2.0253 -2.8424 27.9070  0.067
180 H 1.3488 -3.3207 29.5690  0.094

## Properties
Total charge   +6
E   -84960.1913 eV
E_HOMO   -19.32 eV
Max |F|   0.119 hartree/bohr
Orbital gap   7.46 eV